Formula: C5H36NO11
Source: the OMol25 dataset
Level of theory: the ωB97M-V functional and the def2-TZVPD basis

CARTESIAN COORDINATES (ANGSTROEM)
O 2.848 2.218 -3.150
C -0.435 -2.848 -0.468
C -2.375 -4.128 0.619
O -2.108 1.641 -4.205
H 2.142 3.307 2.742
H 2.514 4.028 1.672
H 1.369 2.872 4.584
H 0.958 2.793 0.975
O 3.884 2.932 0.665
H 4.728 -0.106 -0.734
H 1.173 0.306 -6.009
H -2.036 -1.522 -1.768
H 0.683 0.673 -2.289
H -3.220 -0.099 -1.037
H 4.611 3.091 0.140
C -2.460 -1.592 0.452
H -1.547 1.086 -4.686
H -2.408 -0.442 2.184
H 3.621 0.904 -1.529
O 0.594 -0.084 -2.837
H -2.628 -4.379 -0.416
H -1.659 -4.875 1.046
H -1.315 -2.801 1.687
O 0.178 2.214 1.407
O 3.928 0.611 -0.576
H -3.812 -1.625 -1.196
H 3.361 2.892 -3.823
C -2.847 -1.131 -0.987
H -0.832 -0.696 1.829
H -0.206 2.866 1.989
H 1.067 1.238 4.314
O 1.046 2.247 3.910
H -0.840 -3.020 -1.463
H -1.625 -1.909 4.541
H 0.533 0.332 -4.468
H 2.162 2.786 -2.709
H -3.419 -1.753 1.005
O 1.052 -0.274 1.920
H -2.688 -1.202 5.106
H -3.077 -4.298 1.419
H -1.409 0.505 1.071
O -2.450 -1.426 4.189
H 0.230 -2.030 -0.440
H 0.349 -3.691 0.014
C -1.576 -2.847 0.663
H 3.609 2.053 0.460
O 1.675 3.863 2.179
H -0.056 -0.653 -2.318
H 1.654 -0.551 1.354
N -1.702 -0.453 1.411
O 0.377 0.440 -5.509
H -2.793 1.777 -4.940
H 1.180 0.763 2.003

Summary:
HOMO-LUMO gap = 10.089 eV
Multiplicity = 1
Highest occupied orbital energy = -0.4661 hartree
Total charge = +1

Formula: C32H29N2O4RhS2
Source: the OMol25 dataset
Level of theory: the ωB97M-V functional and the def2-TZVPD basis

CARTESIAN COORDINATES (ANGSTROEM)
H -4.155 5.675 2.642
H 4.574 -2.555 -0.242
C -1.524 3.606 2.316
C 1.012 -1.540 0.647
H 3.873 -0.426 0.414
C 2.442 -3.287 1.739
H -2.311 3.277 -1.025
Rh -1.138 1.105 -1.209
C 4.152 -3.496 -2.124
C 1.726 -1.408 3.058
C -4.731 -4.632 -1.514
C -1.248 3.448 -1.150
H 4.749 -4.371 -1.904
O -1.737 -0.716 -1.126
C -3.097 -3.052 -0.737
H 2.444 -3.829 0.801
C 3.305 -1.337 -1.470
S -0.884 2.296 1.348
H -3.394 3.773 1.252
C -5.022 -3.816 -2.601
H -4.581 -1.971 -3.610
C 0.956 3.725 -0.134
H 1.121 -2.148 -0.252
C 0.500 4.626 -2.333
H -3.544 -4.892 0.254
C 2.742 -2.257 -3.624
C -3.190 5.222 2.827
H -0.051 -1.376 0.845
O -2.273 0.905 -2.782
H 0.842 5.171 -3.202
N -3.030 -0.172 -2.852
C -0.710 4.047 3.353
C -2.767 4.165 2.042
H 3.529 0.740 -0.877
C -4.363 -2.613 -2.769
O -2.039 1.510 0.653
H 1.169 -0.481 3.153
C -0.792 4.156 -2.281
H 2.377 -1.390 5.100
O 0.786 0.566 -0.975
H -5.767 -4.119 -3.324
H -0.536 5.481 4.933
C 4.052 -2.475 -1.188
H 3.586 -4.177 -4.074
C 3.091 -3.119 4.048
N -2.716 -0.990 -1.971
C 3.108 -3.803 2.843
C -2.381 5.698 3.855
H 3.636 -4.744 2.760
H 1.633 3.558 0.695
H 2.233 -2.171 -4.575
C 3.248 -0.230 -0.459
C 2.652 -1.230 -2.698
H 0.238 3.566 3.562
H 2.374 4.818 -1.294
C 2.399 -1.920 4.157
H -2.723 6.523 4.464
C -1.148 5.117 4.120
H -2.354 -2.734 -0.021
H -1.481 4.352 -3.092
C -3.411 -2.256 -1.825
C 1.366 4.426 -1.251
C -0.348 3.245 -0.086
C 3.496 -3.389 -3.340
H 2.084 -0.339 -2.930
S 1.625 0.099 0.265
C -3.771 -4.253 -0.588
H 3.607 -3.524 4.908
H -5.259 -5.568 -1.390
C 1.747 -2.089 1.843

Summary:
HOMO-LUMO gap (alpha / beta) = 5.919 / 5.881 eV
Multiplicity = 1
Highest occupied orbital energy (alpha / beta) = -0.5129 / -0.5129 hartree
Total charge = +2

Formula: C16H60N16O14
Source: the OMol25 dataset
Level of theory: the ωB97M-V functional and the def2-TZVPD basis

CARTESIAN COORDINATES (ANGSTROEM)
H -1.270 -5.580 2.097
C -1.745 -1.610 -3.495
N -1.395 -4.995 1.233
H 3.481 2.885 -3.952
H 0.946 1.524 0.640
O 0.268 -0.266 4.263
H -1.730 -3.269 -0.569
C -3.508 1.719 1.996
C -0.751 -3.848 1.146
H -1.874 3.023 -1.339
N 0.282 -4.470 -1.973
H 3.569 -3.729 2.747
C -2.315 1.797 -2.819
C 3.196 -2.069 3.910
N -0.988 -3.151 0.097
O 2.188 -4.883 -3.384
H 0.465 5.920 1.717
O -4.661 1.177 1.575
O -3.012 -1.738 -4.228
H -4.278 1.330 -3.231
H 5.095 1.124 2.666
H 1.677 3.792 -0.596
H -1.268 5.601 1.570
H -4.951 -2.372 -0.437
O 0.020 -3.339 2.111
O -0.931 3.812 -0.312
N 1.311 4.354 0.200
H 0.994 -0.408 -1.348
N -0.245 5.430 1.251
N 2.717 -0.741 0.914
H -2.815 1.426 1.220
H 5.121 -0.241 -0.651
N 3.539 -3.305 3.713
H 0.605 1.417 -4.476
H -0.105 -5.253 -2.486
H -3.889 -2.052 -1.813
N -1.817 -0.177 5.324
H -3.265 1.223 2.979
H -3.244 -2.072 -0.151
H 1.779 3.037 -4.154
N -1.131 1.610 4.345
H 0.394 0.139 -5.643
H 1.745 -2.151 -3.532
H -2.622 0.292 5.748
O -4.310 -0.362 -0.844
C 3.972 -0.813 0.535
H -2.007 -5.307 0.477
H 2.995 0.776 1.696
C 1.508 -0.291 -3.807
H -2.953 0.290 -3.819
H -4.178 3.570 2.751
C -4.143 -1.736 -0.745
H 2.858 -2.680 -2.334
C -0.855 0.391 4.677
N 1.840 -2.976 -2.112
O 0.329 -0.809 -0.744
H -4.442 0.001 0.010
C 4.193 1.555 3.157
H -2.608 3.652 2.158
H 1.507 -1.768 -5.284
H -1.906 2.180 4.534
H -1.076 -0.970 -4.050
O 3.746 -1.200 4.778
H 4.105 -3.768 4.465
C 0.033 0.937 0.921
H -3.635 2.769 -1.571
H -1.308 -2.582 -3.265
H 4.414 2.641 3.277
H 3.949 1.107 4.098
H 1.741 -2.486 2.745
N 1.811 -1.443 -4.325
H 0.173 0.234 1.734
C -0.623 0.063 -0.204
H -0.263 2.142 3.952
C 0.065 4.481 0.435
O 3.145 1.610 2.201
H 1.823 1.959 -2.220
H 2.560 -1.121 1.851
H -1.792 -1.228 5.319
C 2.535 3.270 -3.516
H -0.594 1.760 1.295
H -0.540 -2.227 0.192
N 4.140 -0.325 -0.629
H 2.494 4.384 -3.558
O 4.984 -1.530 1.201
H -0.921 0.732 -0.994
O 1.860 0.152 -2.525
H 1.369 -2.419 -1.369
H -5.266 1.378 2.298
H -1.498 -0.503 0.118
H -3.487 -2.528 -3.997
N -2.700 2.755 -1.980
H 1.843 -0.464 0.506
H -1.999 -1.058 -2.536
O 2.084 2.893 -2.192
N 2.204 -1.749 3.115
H 1.840 4.304 1.037
H 1.563 -0.956 3.571
O -1.119 1.574 -3.361
N 0.955 0.481 -4.751
C -3.577 3.234 1.949
H -0.231 -3.966 -1.359
H -3.905 3.727 1.036
C 1.488 -4.184 -2.403
N -3.257 1.180 -3.424
H 3.488 0.349 -1.044

Summary:
HOMO-LUMO gap = 7.781 eV
Multiplicity = 1
Highest occupied orbital energy = -0.2969 hartree

Formula: C5H11N
Source: the OMol25 dataset
Level of theory: the ωB97M-V functional and the def2-TZVPD basis

CARTESIAN COORDINATES (ANGSTROEM)
H -0.133 1.327 -2.358
H 1.675 -1.391 1.197
C -0.439 -0.827 -1.449
H -1.167 -0.241 0.843
H -0.434 2.056 0.848
H -1.371 -1.305 -1.080
C -0.554 0.768 -1.501
C 0.512 -1.333 1.219
H 0.340 -1.637 2.215
H 0.079 1.458 2.429
H 0.162 -2.129 0.612
H -1.466 1.187 -0.983
H -0.047 -1.405 -2.307
H 1.299 1.763 1.090
C -0.088 0.015 0.782
C 0.339 1.372 1.399
N 0.348 0.050 -0.743

Summary:
HOMO-LUMO gap = 10.233 eV
Multiplicity = 1
SMILES = CC(C)N1CC1
Highest occupied orbital energy = -0.3328 hartree

Formula: C3H9NO2PS
Source: the OMol25 dataset
Level of theory: the ωB97M-V functional and the def2-TZVPD basis

CARTESIAN COORDINATES (ANGSTROEM)
H 2.234 1.239 -0.518
C 3.058 0.984 0.106
N -1.945 -0.301 -0.172
H 0.291 -0.441 1.012
H -2.648 -0.542 0.438
H -0.091 -0.668 -1.325
P -1.659 1.393 -0.230
C -0.004 -1.432 0.699
H -0.665 -1.946 1.359
O -2.828 1.990 0.430
O -0.176 1.629 -0.029
H -1.204 -2.060 -0.968
H -1.835 1.594 -1.574
H 0.859 -1.965 0.367
S 4.446 0.176 -0.166
H 2.991 1.403 1.122
C -0.825 -1.054 -0.553

Summary:
HOMO-LUMO gap (alpha / beta) = 7.123 / 5.188 eV
Multiplicity = 3
Highest occupied orbital energy (alpha / beta) = -0.1549 / -0.1717 hartree
Expectation value of S² = 2.0056
Total charge = -1

Formula: C5H10NO
Source: the OMol25 dataset
Level of theory: the ωB97M-V functional and the def2-TZVPD basis

CARTESIAN COORDINATES (ANGSTROEM)
H 1.196 1.927 -0.860
C 1.018 -0.188 -0.978
H -0.970 0.398 -1.101
H -0.518 -0.943 -2.188
H 1.710 1.195 0.594
H -2.820 -1.791 2.628
O 1.718 -1.272 -1.504
C -2.372 -0.693 2.625
N -0.172 -0.042 -1.778
H 2.882 1.041 -0.848
C -1.261 -0.631 1.664
H 2.590 -1.492 -1.142
H -3.152 -0.054 2.421
C -0.398 -0.474 0.817
H -0.234 0.614 -2.686
C 1.714 1.056 -0.532
H -1.970 -0.396 3.583

Summary:
HOMO-LUMO gap = 8.059 eV
Multiplicity = 1
Highest occupied orbital energy = -0.4818 hartree
Total charge = +1

Formula: C3H9F3PSi
Source: the OMol25 dataset
Level of theory: the ωB97M-V functional and the def2-TZVPD basis

CARTESIAN COORDINATES (ANGSTROEM)
P -3.146 0.078 0.749
F -3.414 -1.199 -0.121
F -1.972 -0.675 1.621
H 0.203 -1.719 1.868
H 0.943 2.544 0.846
H -0.225 1.869 -0.119
H 1.168 -0.025 -2.707
H 2.756 -0.342 -1.935
H 1.286 -2.285 0.517
F -2.073 0.708 -0.346
H 2.022 1.243 -1.907
C 0.282 1.713 0.808
H -0.398 1.640 1.630
C 1.786 0.247 -1.973
H -0.391 -2.242 0.178
C 0.393 -1.651 0.797
Si 0.778 0.098 0.095

Summary:
HOMO-LUMO gap = 9.896 eV
Multiplicity = 1
Highest occupied orbital energy = -0.5518 hartree
Total charge = +1

Formula: CH2N3OP
Source: the OMol25 dataset
Level of theory: the ωB97M-V functional and the def2-TZVPD basis

CARTESIAN COORDINATES (ANGSTROEM)
C 0.432 1.199 -0.641
N -0.103 -0.209 0.653
O -1.093 -0.237 1.516
P 1.213 0.214 -1.697
H 0.284 2.292 -0.221
N 0.933 -1.321 -0.872
H -1.973 -0.621 1.066
N 0.308 -1.318 0.196

Summary:
HOMO-LUMO gap (alpha / beta) = 6.501 / 6.785 eV
Multiplicity = 3
Highest occupied orbital energy (alpha / beta) = -0.2398 / -0.3571 hartree
Expectation value of S² = 2.0683

- multiplicity of number 3 (C16H60N16O14)?
  1